[1]
The following is a quantum chemistry calculation of C45H46N2OP2PtS as an isolated structure at a distorted geometry, from the OMol25 dataset.

Structure (XYZ):
```
98
Properties=species:S:1:pos:R:3
Pt -0.220 0.528 -0.068
C -0.077 -2.436 0.895
C -1.145 -2.676 -0.166
N -1.405 -1.458 -0.949
C -2.820 -1.151 -1.176
C -3.516 -0.613 0.066
S -2.593 0.759 0.850
C -2.307 0.067 2.506
C -1.515 -1.239 2.522
N -0.337 -1.202 1.648
H 0.897 -2.319 0.415
H -0.026 -3.314 1.548
H -2.074 -3.011 0.299
H -0.809 -3.491 -0.809
H -0.957 -1.546 -1.854
H -3.367 -2.035 -1.522
H -2.875 -0.393 -1.956
H -3.683 -1.371 0.829
H -4.485 -0.207 -0.218
H -3.288 -0.082 2.959
H -1.797 0.859 3.053
H -2.163 -2.060 2.217
H -1.235 -1.438 3.560
H 0.490 -0.992 2.192
C 3.591 6.503 -2.317
C 2.350 5.779 -1.785
C 1.220 6.812 -1.567
C 2.630 5.104 -0.447
C 3.437 5.659 0.538
C 3.567 5.074 1.792
C 2.886 3.909 2.096
C 2.090 3.315 1.124
P 1.102 1.831 1.519
C -0.033 2.557 2.743
C -1.111 3.254 2.187
C -2.036 3.881 3.003
C -1.899 3.813 4.385
C -0.816 3.149 4.939
C 0.124 2.528 4.126
C 2.323 0.774 2.355
C 3.578 0.647 1.756
C 4.529 -0.205 2.294
C 4.243 -0.942 3.436
C 2.997 -0.828 4.035
C 2.039 0.021 3.498
C 1.976 3.921 -0.121
O 1.166 3.268 -0.994
C 1.252 3.573 -2.317
C 0.710 2.608 -3.160
C 0.720 2.834 -4.531
C 1.295 3.994 -5.021
C 1.852 4.928 -4.158
C 1.841 4.741 -2.781
P 0.159 1.030 -2.420
C -1.221 0.580 -3.508
C -1.344 -0.655 -4.142
C -2.471 -0.935 -4.903
C -3.484 0.004 -5.023
C -3.376 1.229 -4.377
C -2.251 1.519 -3.623
C 1.564 -0.060 -2.827
C 1.872 -0.437 -4.133
C 3.013 -1.183 -4.386
C 3.864 -1.537 -3.347
C 3.572 -1.153 -2.047
C 2.421 -0.425 -1.788
H 3.921 7.267 -1.616
H 3.366 7.017 -3.249
H 4.412 5.805 -2.491
H 1.536 7.572 -0.852
H 0.317 6.330 -1.187
H 0.977 7.303 -2.511
H 3.972 6.578 0.338
H 4.196 5.542 2.537
H 2.974 3.463 3.079
H -1.209 3.304 1.107
H -2.863 4.424 2.566
H -2.630 4.288 5.025
H -0.692 3.120 6.014
H 0.980 2.049 4.580
H 3.813 1.230 0.872
H 5.503 -0.284 1.828
H 4.993 -1.593 3.863
H 2.774 -1.391 4.932
H 1.080 0.111 3.997
H 0.287 2.116 -5.215
H 1.315 4.174 -6.088
H 2.292 5.823 -4.576
H -0.555 -1.394 -4.061
H -2.550 -1.887 -5.411
H -4.355 -0.218 -5.625
H -4.165 1.964 -4.467
H -2.159 2.477 -3.126
H 1.235 -0.140 -4.955
H 3.240 -1.484 -5.400
H 4.759 -2.107 -3.556
H 4.244 -1.413 -1.239
H 2.182 -0.123 -0.769
```

Properties
total charge	+2
lowest unoccupied orbital energy (alpha / beta)	-4.22 / -7.08	eV
spin multiplicity	3

[2]
The following is a quantum chemistry calculation of C37H60F6O30P as an isolated structure at a distorted geometry, from the OMol25 dataset.

Structure (XYZ):
```
134
Properties=species:S:1:pos:R:3
P -0.829 -0.623 -0.424
F -0.195 -2.105 -0.397
F 0.548 0.071 0.008
F -0.611 -0.440 -2.012
F -1.561 0.852 -0.377
F -2.308 -1.198 -0.841
F -1.158 -0.978 1.148
C -4.293 2.525 2.889
C -4.995 2.049 1.635
C -4.268 0.959 0.893
O -5.287 0.086 0.458
C -6.347 0.264 1.269
O -7.233 -0.523 1.363
O -6.248 1.421 1.970
H -3.321 2.994 2.751
H -4.227 1.677 3.568
H -4.945 3.314 3.275
H -5.176 2.888 0.957
H -3.426 0.612 1.500
H -3.759 1.393 0.032
C 5.057 -1.871 3.365
C 4.601 -1.048 2.164
C 3.185 -0.404 2.279
O 3.423 0.981 2.046
C 4.742 1.172 1.839
O 5.245 2.194 1.489
O 5.466 0.064 2.010
H 5.712 -2.691 3.075
H 4.171 -2.334 3.811
H 5.542 -1.264 4.128
H 4.661 -1.681 1.277
H 2.748 -0.718 3.224
H 2.706 -0.741 1.357
C -2.712 -2.566 2.935
C -2.155 -3.979 2.822
C -0.794 -3.991 2.157
O -0.039 -4.914 2.968
C -0.700 -5.144 4.104
O -0.277 -5.844 4.980
O -1.902 -4.555 4.088
H -2.022 -1.839 3.351
H -3.665 -2.480 3.460
H -2.943 -2.302 1.900
H -2.858 -4.594 2.252
H -0.311 -3.016 2.224
H -0.875 -4.232 1.099
C 2.655 -3.644 0.567
C 3.415 -4.547 -0.411
C 2.618 -5.172 -1.559
O 2.767 -4.221 -2.613
C 3.908 -3.532 -2.393
O 4.562 -2.965 -3.222
O 4.351 -3.765 -1.177
H 2.415 -2.705 0.070
H 3.224 -3.633 1.494
H 1.693 -4.088 0.837
H 4.003 -5.258 0.166
H 1.574 -5.357 -1.315
H 3.081 -6.087 -1.935
C -5.051 2.347 -0.693
C -4.276 1.373 -1.538
C -4.700 -0.096 -1.665
O -4.979 -0.248 -3.067
C -4.728 0.885 -3.738
O -4.888 1.099 -4.896
O -4.306 1.861 -2.886
H -6.019 2.524 -1.166
H -4.506 3.290 -0.762
H -5.137 2.012 0.340
H -3.236 1.413 -1.194
H -5.545 -0.382 -1.043
H -3.836 -0.739 -1.500
C -0.918 0.848 4.561
C 0.504 0.964 4.014
C 0.616 2.102 3.004
O 1.484 3.050 3.631
C 1.973 2.522 4.768
O 2.844 3.003 5.419
O 1.363 1.353 5.068
H -1.235 1.785 5.024
H -0.990 0.088 5.343
H -1.657 0.575 3.807
H 0.919 0.032 3.629
H -0.387 2.526 2.925
H 0.965 1.781 2.027
C -2.488 -3.658 -3.102
C -1.450 -2.836 -3.830
C 0.024 -3.229 -3.619
O 0.576 -3.290 -4.930
C -0.373 -3.181 -5.863
O -0.165 -3.281 -7.027
O -1.567 -3.008 -5.254
H -2.448 -4.719 -3.367
H -3.470 -3.426 -3.529
H -2.525 -3.473 -2.032
H -1.580 -1.796 -3.549
H 0.059 -4.198 -3.121
H 0.639 -2.463 -3.155
C 6.469 2.321 -1.294
O 5.486 1.301 -1.260
C 4.271 1.491 -1.758
O 3.936 2.439 -2.421
O 3.509 0.447 -1.406
C 2.274 0.231 -2.086
H 6.884 2.385 -2.302
H 7.334 2.062 -0.684
H 5.980 3.187 -0.851
H 2.523 -0.096 -3.102
H 1.633 1.104 -2.132
H 1.892 -0.680 -1.638
C 0.497 3.431 -0.016
O 1.513 4.099 0.717
C 2.528 4.566 -0.001
O 2.676 4.452 -1.170
O 3.308 5.362 0.754
C 3.107 5.519 2.152
H -0.029 4.129 -0.669
H -0.217 3.023 0.691
H 0.888 2.620 -0.624
H 3.579 4.616 2.569
H 2.074 5.427 2.481
H 3.685 6.318 2.605
C -1.173 0.960 -4.417
O 0.021 1.715 -4.217
C -0.029 2.946 -3.686
O 0.961 3.467 -3.286
O -1.259 3.442 -3.705
C -1.457 4.676 -3.012
H -2.037 1.578 -4.657
H -1.345 0.458 -3.467
H -0.935 0.269 -5.222
H -0.589 5.322 -3.096
H -1.733 4.413 -1.988
H -2.367 5.127 -3.406
```

Properties
total charge	-1
lowest unoccupied orbital energy	1.67	eV
spin multiplicity	1

[3]
The following is a quantum chemistry calculation of one molecule with the formula C3H3NOS at a distorted geometry, from the OMol25 dataset.

Structure (XYZ):
```
9
Properties=species:S:1:pos:R:3
C 2.101 -0.425 0.006
C -1.596 -0.026 -0.027
C 0.935 0.272 -0.007
N -0.389 -0.068 -0.055
O -4.041 0.734 0.023
S -3.173 -0.459 0.023
H 3.024 0.112 0.041
H 2.127 -1.499 -0.006
H 1.012 1.359 0.001
```

Properties
energy above the lowest of the compared OMol25 structures with the same formula, charge and spin	73.9	kcal per mole
lowest unoccupied orbital energy	-0.67	eV
spin multiplicity	1

[4]
The following is a quantum chemistry calculation of C42H46N6O2P2Pt as an isolated structure at a distorted geometry, from the OMol25 dataset.

Structure (XYZ):
```
99
Properties=species:S:1:pos:R:3
Pt -0.159 0.126 0.473
C -2.532 -4.422 0.415
C -2.748 -3.840 -0.757
C -4.129 -3.679 -1.317
C -5.195 -3.090 -0.351
C -4.693 -2.140 0.708
C -3.999 -2.475 1.803
C -4.022 -3.865 2.362
C -3.598 -4.930 1.327
C -0.075 1.740 1.810
H -1.529 -4.680 0.740
H -1.907 -3.745 -1.446
H -4.506 -4.670 -1.621
H -4.098 -3.069 -2.226
H -5.928 -2.530 -0.955
H -5.761 -3.914 0.100
H -5.072 -1.120 0.560
H -3.547 -1.741 2.464
H -5.043 -4.096 2.706
H -3.369 -3.926 3.242
H -3.250 -5.830 1.862
H -4.471 -5.216 0.733
H 0.780 1.496 2.466
H -0.985 1.879 2.409
H 0.133 2.656 1.228
P -2.334 0.520 0.120
P -0.034 -1.430 -1.154
N -3.243 0.600 1.651
N -2.738 2.078 -0.547
N 0.429 -2.916 -0.334
N 1.144 -1.470 -2.417
C -2.779 -0.659 -1.198
C -1.630 -1.285 -2.046
C -2.657 0.242 2.889
C -3.593 0.407 3.899
C -4.801 0.877 3.288
C -4.563 0.998 1.923
C -2.416 3.298 0.081
C -3.003 4.335 -0.629
C -3.732 3.752 -1.720
C -3.566 2.378 -1.638
C 0.745 -2.919 1.039
C 1.030 -4.212 1.434
C 0.895 -5.058 0.286
C 0.538 -4.238 -0.784
C 1.514 -2.484 -3.316
C 2.421 -1.966 -4.222
C 2.603 -0.584 -3.908
C 1.776 -0.291 -2.839
H -3.515 -0.207 -1.871
H -3.311 -1.465 -0.694
H -1.931 -2.260 -2.458
H -1.438 -0.634 -2.919
H -1.623 -0.070 2.950
H -3.417 0.202 4.946
H -5.732 1.082 3.798
H -5.195 1.368 1.128
H -1.799 3.323 0.965
H -2.912 5.386 -0.399
H -4.299 4.274 -2.481
H -3.948 1.595 -2.271
H 0.815 -1.992 1.594
H 1.303 -4.484 2.446
H 1.036 -6.134 0.255
H 0.392 -4.477 -1.831
H 1.098 -3.477 -3.252
H 2.887 -2.523 -5.024
H 3.261 0.110 -4.409
H 1.564 0.637 -2.337
O 2.733 -0.604 2.111
C 2.894 0.271 1.268
N 4.050 1.026 1.046
C 3.828 2.137 0.158
C 2.429 1.776 -0.379
O 1.886 2.372 -1.325
N 1.942 0.732 0.344
C 3.783 3.444 0.955
C 3.013 4.513 0.492
C 3.000 5.733 1.183
C 3.768 5.872 2.345
C 4.579 4.815 2.781
C 4.596 3.604 2.081
C 4.911 2.152 -0.909
C 5.671 3.294 -1.158
C 6.801 3.223 -1.974
C 7.158 2.015 -2.572
C 6.355 0.881 -2.371
C 5.215 0.955 -1.560
H 4.859 0.874 1.630
H 2.427 4.393 -0.421
H 2.373 6.548 0.806
H 3.718 6.802 2.917
H 5.195 4.913 3.676
H 5.251 2.796 2.407
H 5.403 4.235 -0.683
H 7.400 4.119 -2.124
H 8.041 1.954 -3.213
H 6.610 -0.072 -2.836
H 4.573 0.081 -1.406
```

Properties
total charge	+2
energy above the lowest of the compared OMol25 structures with the same formula, charge and spin	0.0	kcal per mole
lowest unoccupied orbital energy (alpha / beta)	-5.60 / -9.32	eV
spin multiplicity	5

[5]
The following is a quantum chemistry calculation of a 2-piece molecular cluster, C6H12O overall at a distorted geometry, from the OMol25 dataset.

Structure (XYZ):
```
19
Properties=species:S:1:pos:R:3
C 0.761 -1.651 0.055
C 1.119 -0.326 0.373
C 2.497 0.247 0.317
C 0.087 0.692 0.621
C -1.175 0.672 0.204
C -2.145 1.780 0.438
H 0.821 -1.038 -0.953
H 1.428 -2.452 0.346
H 2.838 0.696 1.260
H 2.622 0.976 -0.476
H 3.282 -0.509 0.206
H 0.439 1.599 1.117
H -1.539 -0.251 -0.229
H -3.118 1.392 0.699
H -1.834 2.427 1.259
H -2.219 2.425 -0.439
O -1.591 -2.460 -1.511
H -0.817 -2.204 -0.937
H -1.457 -2.014 -2.350
```

Properties
energy above the lowest of the compared OMol25 structures with the same formula, charge and spin	110.2	kcal per mole
SMILES	C=C(C)/C=C/C.O
lowest unoccupied orbital energy	-0.23	eV
spin multiplicity	1

[6]
The following is a quantum chemistry calculation of one molecule with the formula C3H6FIN2O3S at a distorted geometry, from the OMol25 dataset.

Structure (XYZ):
```
17
Properties=species:S:1:pos:R:3
N 2.781 -0.968 0.263
C 2.139 0.293 -0.165
O 2.580 0.890 -1.184
C 0.930 0.887 0.682
C -0.496 0.817 -0.090
N -1.311 -0.296 0.487
I -0.527 -2.167 -0.054
S -2.925 -0.321 -0.139
O -3.624 -1.471 0.543
O -3.682 0.946 0.071
F -2.793 -0.777 -1.755
H 2.460 -1.767 -0.297
H 3.798 -0.900 0.080
H 1.136 1.968 1.012
H 0.829 0.286 1.660
H -0.308 0.738 -1.212
H -0.987 1.841 0.099
```

Properties
lowest unoccupied orbital energy	-1.60	eV
spin multiplicity	1

[7]
The following is a quantum chemistry calculation of C11H21F6I2O2P2Rh as an isolated structure at a distorted geometry, from the OMol25 dataset.

Structure (XYZ):
```
45
Properties=species:S:1:pos:R:3
I -0.971 2.132 -6.580
I -2.923 0.285 -6.172
Rh -0.362 0.001 -0.730
P 1.047 -1.606 -1.587
C 1.196 -1.892 -3.371
C 2.748 -1.271 -1.049
H 3.396 -2.105 -1.345
H 1.270 -3.940 -1.003
H 2.779 -1.162 0.040
H 0.457 -2.982 0.283
H 1.563 -0.980 -3.858
H 3.092 -0.343 -1.521
C 0.536 -3.154 -0.796
H 1.910 -2.711 -3.544
H -0.445 -3.448 -1.190
H 0.220 -2.153 -3.798
P -1.712 1.695 -0.015
C -2.646 2.658 -1.231
C -2.931 0.905 1.078
H -0.077 2.545 1.554
H -1.506 3.644 1.430
H -0.265 3.606 0.142
C -0.810 2.996 0.876
H -2.406 0.217 1.753
H -3.494 1.654 1.648
H -3.263 3.402 -0.707
H -3.280 1.990 -1.826
H -3.627 0.327 0.456
H -1.933 3.169 -1.890
C -0.746 0.477 -2.424
O -0.967 0.808 -3.515
C -0.239 0.152 3.395
C 0.751 -0.394 2.371
O 0.147 -0.814 1.230
C 1.944 0.643 2.161
F 1.888 1.659 3.075
F 3.183 0.087 2.256
F 1.882 1.240 0.934
C 1.378 -1.721 2.997
F 2.098 -1.485 4.132
F 0.373 -2.581 3.325
F 2.189 -2.384 2.125
H -0.708 1.055 2.983
H 0.272 0.379 4.330
H -1.010 -0.601 3.576
```

Properties
total charge	+2
lowest unoccupied orbital energy (alpha / beta)	-6.39 / -11.55	eV
spin multiplicity	5